Formula: C3H2N4O
Source: OMol25
Level of theory: ωB97M-V/def2-TZVPD

Positions of all 10 atoms, in Å:
1 N -2.02 -0.16 -0.10
2 O -0.45 2.11 -0.02
3 N -3.14 -0.20 0.12
4 C -0.74 -0.29 -0.13
5 H 2.02 -1.49 0.30
6 N 1.23 0.50 0.02
7 C 1.14 -0.99 0.07
8 H 2.05 0.99 -0.16
9 C -0.01 0.93 0.00
10 N -0.08 -1.41 -0.10

Results
Highest occupied orbital energy, eV: -8.570
Multiplicity: 1
Largest force on an atom, Eh/bohr: 0.1024
Electronic energy, eV: -11148.855
Lowest unoccupied orbital energy, eV: -0.068
Energy relative to the best compared isomer or geometry (same formula, charge and spin), eV: 0.4169

Results of the natural (NBO) charge analysis, in e, for atoms 1 through 5:
1. N 0.122
2. O -0.632
3. N 0.107
4. C -0.020
5. H 0.199

***

Formula: C5H10N2
Source: OMol25
Level of theory: ωB97M-V/def2-TZVPD

Positions of all 17 atoms, in Å:
1 N -1.47 -0.11 -0.59
2 H 1.09 -1.50 -0.40
3 C 0.61 -1.43 -1.38
4 H -1.41 -0.80 0.16
5 H 0.31 1.69 2.82
6 H 0.07 -2.37 -1.58
7 C 0.51 0.95 0.70
8 H 1.41 -1.35 -2.12
9 N 0.67 -0.12 1.68
10 H 1.43 1.51 0.53
11 H 0.06 -0.91 1.48
12 C -0.12 1.06 2.04
13 H -0.65 1.84 -0.89
14 H -1.21 0.96 2.08
15 C -0.38 0.85 -0.51
16 C -0.33 -0.26 -1.50
17 H -0.59 0.00 -2.52

Results
Highest occupied orbital energy, eV: -9.248
Multiplicity: 1
Largest force on an atom, Eh/bohr: 0.0059
Electronic energy, eV: -8325.238
Lowest unoccupied orbital energy, eV: 1.204
Structure (SMILES): C[C@H]1N[C@H]1[C@H]1CN1
Energy relative to the best compared isomer or geometry (same formula, charge and spin), eV: 2.0951

Results of the natural (NBO) charge analysis, in e, for atoms 1 through 5:
1. N -0.582
2. H 0.218
3. C -0.637
4. H 0.331
5. H 0.200

***

Formula: C21H22N4OS
Source: OMol25
Level of theory: ωB97M-V/def2-TZVPD

Positions of all 49 atoms, in Å:
1 H 1.72 -0.41 1.73
2 C -4.11 -2.75 -1.55
3 H 0.52 0.90 4.67
4 C 5.93 3.43 1.83
5 C 4.56 3.19 1.72
6 H -2.94 -0.20 -1.18
7 N 2.46 2.25 2.69
8 H -2.70 -2.61 0.12
9 H -3.28 -1.90 -4.81
10 H -3.73 -3.79 -3.45
11 N 0.86 1.00 3.68
12 H -1.57 1.80 2.97
13 H -0.62 -2.27 -1.66
14 C 0.01 0.58 2.63
15 C 5.92 2.26 3.94
16 C -0.85 -0.74 -3.91
17 C 6.64 2.89 2.95
18 C -1.36 -0.24 0.19
19 H -5.20 -2.77 -3.37
20 H 7.69 3.05 2.95
21 C 3.81 2.49 2.67
22 C 0.69 -0.11 1.65
23 C -0.01 -0.62 0.51
24 C 2.17 1.47 3.61
25 N -0.59 0.45 -3.17
26 H -3.81 -0.71 -3.45
27 H -1.37 1.62 -1.71
28 C -2.69 -2.74 -0.96
29 H -2.25 -3.69 -1.14
30 C -1.94 0.62 1.13
31 S 3.43 1.21 4.91
32 H -4.70 -1.85 -1.27
33 C -4.12 -2.79 -3.11
34 C -1.27 1.06 2.27
35 C 4.57 2.07 3.78
36 H 0.50 -1.16 -0.19
37 C -1.84 -0.39 -1.19
38 H -2.94 1.02 0.83
39 H 6.35 3.85 1.02
40 H -1.60 -2.82 -3.52
41 H 6.38 1.89 4.85
42 C -1.67 -1.83 -1.73
43 C -1.80 -1.78 -3.28
44 C -3.30 -1.67 -3.72
45 H 4.07 3.42 0.76
46 N -1.12 0.65 -1.93
47 O -0.33 -0.77 -4.96
48 H -4.65 -3.58 -1.10
49 H 0.08 1.04 -3.69

Results
Highest occupied orbital energy, eV: -7.287
Multiplicity: 1
Largest force on an atom, Eh/bohr: 0.1019
Electronic energy, eV: -40974.638
Lowest unoccupied orbital energy, eV: 0.547
Structure (SMILES): O=C1NN[C@H](c2ccc(Nc3nc4ccccc4s3)cc2)[C@H]2CCCC[C@@H]12
Energy relative to the best compared isomer or geometry (same formula, charge and spin), eV: 3.5182

Results of the natural (NBO) charge analysis, in e, for atoms 1 through 5:
1. H 0.214
2. C -0.401
3. H 0.399
4. C -0.205
5. C -0.197

***

Formula: C30H38NO5P
Source: OMol25
Level of theory: ωB97M-V/def2-TZVPD

Positions of all 75 atoms, in Å:
1 H -8.06 -6.76 0.73
2 C 0.29 -7.05 3.21
3 C 6.56 11.11 -0.31
4 H 0.60 8.53 -0.98
5 H -4.50 -4.46 1.32
6 H 2.93 8.68 -0.17
7 H -0.36 6.34 -1.61
8 O -0.56 0.20 -0.31
9 C -2.05 -8.39 3.89
10 O 0.26 -2.39 -3.55
11 C 4.30 12.59 0.31
12 C 5.47 10.49 0.28
13 C -4.99 -5.35 0.94
14 H 1.01 4.29 -1.43
15 C 5.39 13.21 -0.28
16 H 7.45 10.53 -0.54
17 H 4.30 6.62 0.02
18 H 0.97 -2.84 0.30
19 H 2.14 -0.03 -1.14
20 H -1.63 -4.01 1.07
21 C -4.25 -6.33 0.29
22 H 3.48 10.75 1.04
23 H -1.13 -8.70 5.80
24 C 3.28 6.56 -0.34
25 O 1.81 0.88 -0.99
26 H 0.62 0.48 -3.70
27 C -6.36 -5.50 1.10
28 C 6.52 12.47 -0.59
29 C 2.74 5.34 -0.70
30 H -2.71 -7.93 1.90
31 C 4.33 11.23 0.59
32 C -1.02 -8.27 4.82
33 H -6.75 -8.50 -0.42
34 C -6.99 -6.64 0.61
35 C -4.88 -7.46 -0.19
36 N -1.51 -2.45 -1.95
37 H -4.31 -8.23 -0.70
38 H 5.36 14.27 -0.50
39 C -6.25 -7.62 -0.04
40 H -2.97 -8.90 4.16
41 H 1.20 -6.53 2.94
42 H -1.75 -2.44 -4.05
43 C 0.34 -3.72 0.19
44 C 2.51 7.72 -0.44
45 C -0.74 -7.17 2.28
46 C -1.10 -2.84 -3.26
47 C -1.92 -3.50 -1.00
48 C 0.15 -7.60 4.47
49 H 0.64 -4.44 0.95
50 C 1.20 7.64 -0.90
51 H -1.75 -4.49 -1.42
52 H -3.18 -6.20 0.17
53 H -1.01 0.84 0.25
54 H 3.41 13.17 0.54
55 H -6.94 -4.74 1.60
56 H -1.04 -3.92 -3.36
57 C 0.14 -0.06 -2.88
58 P 0.30 1.00 -1.41
59 H 7.38 12.95 -1.05
60 H -2.24 -1.75 -2.01
61 H 0.95 -7.51 5.20
62 H -0.92 -0.14 -3.10
63 O 1.75 -1.65 -2.08
64 C -1.16 -3.38 0.32
65 C -1.91 -7.84 2.62
66 C 0.66 6.41 -1.26
67 H -0.63 -6.75 1.29
68 C 0.77 -1.44 -2.75
69 H 3.34 4.44 -0.62
70 H 0.57 -4.15 -0.79
71 H 5.49 9.43 0.50
72 H -2.98 -3.37 -0.77
73 C 1.43 5.25 -1.16
74 O -0.16 2.38 -1.60
75 H -1.26 -2.34 0.66

Results
Highest occupied orbital energy, eV: -8.874
Multiplicity: 1
Largest force on an atom, Eh/bohr: 0.0155
Electronic energy, eV: -52745.306
Lowest unoccupied orbital energy, eV: 0.355
Structure (SMILES): CCCNCOC(=O)CP(=O)(O)O.c1ccccc1.c1ccccc1.c1ccccc1.c1ccccc1

Results of the Mulliken charge analysis, in e, for atoms 1 through 5:
1. H 0.368
2. C -0.498
3. C -0.433
4. H 0.360
5. H 0.352

***

no.,HOMO-LUMO gap (eV)
1,8.5
2,10.5
3,7.8
4,9.2